(1)
Entry from the Open Molecules 2025 dataset: 12 unconnected molecules or ions with the total composition C44H59BN11 (wB97M-V/def2-TZVPD).

```
! wB97M-V def2-TZVPD RIJCOSX def2/J DEFGRID3
* xyz -1 1
N -5.3666 0.4661 -1.6889
N 3.7934 -1.5469 1.0591
N 2.2004 -2.9529 -2.5429
N 2.0384 1.4841 4.3871
N 4.1234 1.4021 1.8261
N 2.0214 1.4641 -1.8659
N -0.9476 -2.7749 -2.0989
N -2.6646 0.2751 1.9021
N -3.0086 -4.1719 3.4201
N -1.7636 4.4421 -1.6089
N -0.6236 2.9281 -3.6119
C 3.1944 -3.5739 -1.6219
C -2.8536 3.5291 -4.0269
C 5.2934 1.8631 2.1661
C 5.1314 -1.7259 0.9251
C -6.2496 -0.1979 -2.5249
C 3.7914 3.6661 2.0241
C -0.6006 -3.8599 -4.0719
C -3.6946 1.4201 3.7141
C -2.4576 1.4541 2.6941
C -2.8576 2.1351 -3.2229
C -0.8266 -2.5309 -3.4829
C 1.1854 1.4441 6.5641
C -4.2276 -0.2149 -1.5079
C 2.7474 3.1991 -3.1999
C -0.3926 -4.0369 -1.7309
C -4.5746 0.3181 3.2971
C 0.7394 0.8641 4.3221
C 4.6364 -1.8569 3.1721
C -0.0996 -4.8459 -3.0119
C 2.6744 1.9471 -4.0139
C -1.3646 3.7851 -0.5239
C -2.3676 -4.1369 2.2351
C -2.3376 5.6901 -1.7029
C 2.0684 0.8981 -3.0459
C 5.2164 3.4301 2.2941
C -0.0096 1.0431 5.7431
C -3.5726 -6.2149 2.4411
C -1.3826 1.8671 -2.8969
C -3.8226 -0.3929 2.1981
C 4.5544 -3.5709 -2.2529
C -1.7966 4.8371 0.5611
C -2.6026 -5.4259 1.4951
C -5.6306 -1.4959 -2.8929
C 2.3964 2.8741 -1.7969
C 3.3434 -1.7679 2.4201
C 5.7434 -1.9709 2.2831
C 3.1094 2.3461 1.7081
C -4.3896 -1.6109 -2.0239
C -3.7636 -5.3119 3.7121
C 2.8854 -2.4749 -3.6759
C -2.1166 6.0771 -0.2019
C 4.4264 -2.7799 -3.5639
C 2.3634 1.7901 5.7511
C -1.4516 3.7851 -4.2549
B 0.0554 -0.3919 0.0781
H -0.0266 -1.4039 0.7061
H -1.1066 2.7581 -0.1819
H -3.4556 0.2531 -1.0939
H -3.9816 -7.1779 2.4231
H 1.2444 -2.9129 -2.2629
H 3.9854 0.4291 1.9111
H -4.1556 -1.3779 1.6671
H -6.1756 -2.1929 -3.5899
H -1.0596 -0.3609 -0.5539
H -1.6036 -3.2379 2.2121
H -0.8376 0.9991 -2.3749
H 0.4264 0.6661 3.3761
H 2.6624 1.8921 3.5841
H -1.6906 4.8281 1.6841
H -2.4756 6.8861 0.1551
H 2.1284 1.8541 1.4711
H 3.3914 4.0721 -3.5729
H -1.2306 -1.5789 -3.8599
H -0.3856 -4.0239 -5.0729
H -3.5956 -2.3429 -1.9909
H -0.9336 4.5641 -4.8899
H 5.3994 -2.2599 -4.2299
H -0.3716 -4.2289 -0.6459
H 5.6624 -1.7719 -0.0389
H 5.9224 3.9791 2.5441
H 3.0034 -1.6579 0.3301
H -1.3086 -1.9249 -1.5609
H -3.6796 3.9631 -4.5599
H -2.2616 -5.5789 0.5511
H -4.3326 -5.5969 4.6391
H 1.8394 -0.0679 -3.1399
H -3.1396 -3.5109 4.2961
H -1.7106 1.9711 2.3611
H 2.2484 -1.5859 2.7481
H 2.3914 3.3411 -0.8229
H -3.7616 2.1781 4.5361
H -3.8016 1.6601 -2.7819
H 3.2664 4.6451 1.8371
H 0.2604 0.5921 0.7841
H -1.6916 3.8491 -2.5249
H 6.3414 1.2101 1.9791
H 1.5894 0.8661 -1.2139
H 0.4094 2.8641 -3.6839
H 6.8034 -2.1969 2.5561
H -1.9986 -0.1019 1.2211
H -5.5416 1.4401 -1.3849
H 0.9874 -0.5349 -0.5779
H 2.9424 -4.0639 -0.7739
H 5.5024 -3.9669 -1.8449
H 2.6154 1.6011 -4.9729
H -1.0366 0.6021 5.9711
H 4.7044 -1.9119 4.2581
H 1.0784 1.6231 7.7421
H 2.4014 -2.0409 -4.4729
H -2.8116 6.4031 -2.5349
H -5.4516 0.0901 3.9001
H 0.3174 -5.6879 -3.1589
H 3.4344 2.2321 6.0931
H -7.2626 0.1011 -2.8939
*
```

E_HOMO, eV: -5.20
Relative energy (zero: lowest compared OMol25 entry of this formula, charge and spin), kcal/mol: 82.9

Here are the Mulliken charges for atoms 1 to 6, given in e: -0.037, 0.505, 0.758, 0.254, 0.517, 0.594



(2)
Entry from the Open Molecules 2025 dataset: a molecular structure, C67H60GeN4O3P2SV (wB97M-V/def2-TZVPD).

```
! wB97M-V def2-TZVPD RIJCOSX def2/J DEFGRID3
* xyz 0 4
Ge -2.4026 4.2466 1.0093
V 0.6068 -1.1441 -0.4878
S 2.8579 -0.1199 -0.5722
P 0.6509 -1.9345 -3.0652
P 1.7577 -2.9325 1.0526
O -2.4995 0.8589 -1.7918
O 2.4398 -3.6077 -1.7086
O -0.3309 0.3754 -1.5091
N 0.5005 0.0047 1.1878
N 1.4400 0.9077 1.5696
N 3.5057 1.7539 1.1417
N -1.2208 -1.7802 0.3299
C -0.7692 -1.5296 -4.1264
C 2.3476 -1.5375 4.9176
C 3.6468 4.1739 1.5280
C -1.3565 -5.1086 2.6753
C 3.2291 -3.8663 0.4842
C -2.7670 4.1562 3.9274
C -1.3409 1.1778 -1.5276
C 2.0200 -1.0964 -3.9307
C 2.9494 -1.7662 -4.7195
C -1.0483 2.6216 -1.1396
C -0.6186 -1.2784 -5.4915
C -5.8056 5.4358 -2.0843
C 5.3273 -5.0018 0.8876
C 0.6483 -4.3008 1.5809
C -2.0394 -1.4889 -3.5651
C -1.3310 5.8437 1.3126
C -3.6388 -2.2519 1.5850
C 0.0296 5.8536 1.0127
C -1.1348 8.1396 2.0592
C -2.0261 -2.7595 -0.0805
C 5.5172 -5.1498 -0.4812
C -2.9970 -1.0170 -5.7174
C -2.7889 -1.2625 2.0500
C 0.8034 6.9888 1.2252
C -3.2336 3.6264 5.1255
C 1.3063 -6.4512 -3.7440
C -3.2442 -3.0328 0.5126
C 3.6337 -1.4665 2.4699
C 4.1641 -0.7856 3.5531
C 3.9455 -1.0593 -5.3834
C -0.7378 0.6833 3.1810
C 1.8178 -2.2250 3.8317
C 4.1977 -4.3557 1.3604
C -3.4983 5.3813 -1.4168
C -0.4636 -4.0852 2.3962
C 0.2208 8.1318 1.7527
C -4.4724 5.7239 -2.3432
C -0.0969 -6.5875 1.2782
C 0.4427 -5.7807 -4.5950
C -3.1567 3.6181 2.7021
C 4.0064 0.3214 -5.2713
C -6.1566 4.8163 -0.8939
C 1.8203 -4.3952 -2.6462
C -3.8309 4.7414 -0.2211
C -0.5676 -0.0807 1.9085
C -3.1503 -1.2394 -4.3582
C -5.1754 4.4731 0.0278
C 2.5199 0.8925 0.8004
C -1.7279 -1.0274 -6.2838
C 4.5638 -4.6889 -1.3724
C 2.0023 -5.7650 -2.7562
C -1.3162 2.7586 0.3711
C 3.0786 0.9943 -4.4863
C 3.5173 -0.8078 4.7808
C 3.4205 -4.0797 -0.8757
C 0.9295 -3.6976 -3.4628
C -1.9019 7.0050 1.8365
C -4.5030 1.9958 3.9034
C 0.8059 -5.5665 1.0159
C -1.1767 -6.3668 2.1195
C -4.1059 2.5476 5.1157
C 2.4428 -2.1866 2.5886
C 0.2525 -4.4123 -4.4445
C -4.0245 2.5224 2.7113
C -1.5696 -1.0533 1.4122
C 3.4063 2.8035 2.1415
C 2.0930 0.2923 -3.8113
H -1.5931 9.0334 2.4664
H -0.9454 1.7384 2.9861
H -6.5690 5.6979 -2.8069
H 1.8412 -1.5826 5.8743
H -4.1298 -1.1807 -3.9006
H 0.8208 9.0178 1.9221
H 3.9275 -0.2688 5.6258
H -1.7093 3.2604 -1.7285
H 4.6441 4.2410 1.0853
H -0.0929 -6.3186 -5.3668
H -5.1884 1.1554 3.8870
H -2.2072 -4.9109 3.3167
H -0.6717 -3.1046 2.7978
H -4.4767 2.1379 6.0475
H 1.6469 -5.7701 0.3635
H 4.1446 -1.4259 1.5179
H -2.0858 5.0003 3.9539
H 0.1974 0.6399 3.7406
H -2.9629 7.0315 2.0678
H 1.4457 -7.5208 -3.8414
H 4.2899 1.7678 0.5119
H -3.0701 -0.6442 2.8904
H 5.0859 -0.2294 3.4293
H 3.1280 2.0723 -4.3893
H -7.1963 4.5992 -0.6795
H 4.7771 0.8744 -5.7947
H -1.8898 1.8899 0.7092
H -3.8591 -3.8359 0.1307
H -1.8771 -7.1649 2.3323
H 6.0657 -5.3771 1.5841
H 0.3694 -1.2759 -5.9357
H 3.5666 4.9534 2.2883
H 1.8589 6.9814 0.9787
H 2.9183 4.3752 0.7405
H 0.9214 -2.8015 3.9888
H -2.1608 -1.5825 -2.4961
H 2.9021 -2.8437 -4.8224
H 4.6944 -4.7937 -2.4417
H -2.9154 4.0580 6.0669
H 1.3790 0.8068 -3.1793
H -0.4488 -3.8957 -5.0872
H -4.5960 -2.4158 2.0647
H -1.6721 -3.3348 -0.9288
H -2.4633 5.6323 -1.6300
H 4.6673 -1.5910 -5.9920
H 2.4146 2.7358 2.5812
H 2.6740 -6.2877 -2.0893
H 4.0670 -4.2169 2.4265
H -5.4728 4.0024 0.9588
H -3.8634 -0.8094 -6.3340
H 0.0528 -7.5598 0.8246
H 4.1293 2.6160 2.9415
H -4.3287 2.0603 1.7751
H 0.4944 4.9630 0.6015
H 6.4137 -5.6259 -0.8579
H -1.5994 -0.8304 -7.3413
H -1.5442 0.2901 3.7957
H -0.3841 2.7388 0.9415
H -4.1912 6.2151 -3.2669
H -0.0135 2.8763 -1.3738
*
```

E_HOMO (spin up / spin down), eV: -6.57 / -7.49
⟨S²⟩: 3.7641
Relative energy (zero: lowest compared OMol25 entry of this formula, charge and spin), kcal/mol: 0.0

Here are the Mulliken charges for atoms 1 to 6, given in e: 2.434, 0.323, -0.759, 2.603, 3.401, -0.766



(3)
Entry from the Open Molecules 2025 dataset: a molecular structure, C33H50As2FeN5 (wB97M-V/def2-TZVPD).

```
! wB97M-V def2-TZVPD RIJCOSX def2/J DEFGRID3
* xyz 1 5
As -1.0718 1.3218 -1.6862
As 1.4875 -0.5811 -2.2117
Fe -0.5283 -1.2240 -0.2439
N -1.1026 -2.3369 1.5608
N -2.7773 -1.0119 -0.4074
N -0.5227 -3.3925 -0.8806
N 1.4033 -2.0553 0.6501
N -0.4767 0.4618 0.8516
C -3.4434 -1.6533 -1.5303
C -1.6248 4.0473 3.8101
C -2.3120 1.5918 -3.2222
C -2.5330 -2.5756 1.4784
C 0.8203 -2.3581 3.0697
C 3.4090 -0.9770 -1.8752
C 2.1229 1.5878 0.7034
C 0.5317 3.4043 -3.0232
C 3.4780 1.8359 0.7672
C 1.6500 3.9119 -3.6601
C -1.6453 2.9191 -0.6721
C 0.8796 -3.7261 -1.0626
C 1.7972 -1.8025 2.0359
C -2.6795 -2.9005 -1.9923
C -0.1038 1.2836 1.7229
C -0.6014 -1.8656 2.8461
C 1.6194 1.2819 -2.7703
C 0.5021 2.0927 -2.5703
C 1.9432 1.8518 3.0852
C -2.0988 1.3889 3.2614
C -3.2541 -1.3519 0.9235
C 1.6369 -3.4346 0.2342
C 1.3443 1.6026 1.8544
C -2.7026 3.4107 4.4036
C 3.3072 2.0754 3.1498
C 2.7423 1.8012 -3.3994
C -2.9329 2.0755 4.1246
C 4.0773 2.0679 1.9969
C -1.1680 -2.6719 -1.9616
C -1.0085 2.0135 2.6617
C 2.7638 3.1112 -3.8395
C -0.7838 3.3595 2.9527
C 1.4544 -1.2904 -4.0733
H -3.4827 -0.9402 -2.3578
H -2.9472 -3.7488 -1.3602
H 0.0509 3.8797 2.5048
H 3.7704 2.2669 4.1053
H 1.8399 -0.7213 2.1548
H 1.2921 -3.1113 -1.8675
H -4.4768 -1.9326 -1.2915
H 3.6169 1.1822 -3.5616
H 4.0438 -0.7223 -2.7224
H -3.3457 3.9453 5.0868
H -0.3290 4.0448 -2.8796
H 4.0602 1.8663 -0.1427
H 2.7964 -2.2141 2.2390
H -2.9974 -3.1398 -3.0063
H -0.6305 -3.2101 1.3768
H -2.1029 3.6617 -1.3250
H 2.7034 -3.6563 0.0962
H 1.2683 -4.0986 1.0173
H -3.7608 1.5618 4.5897
H 0.8351 -3.4489 3.0852
H -2.1893 0.7844 -3.9434
H 5.1375 2.2579 2.0518
H -1.4355 5.0874 4.0282
H 1.1610 -2.0224 4.0484
H -2.8645 -0.0066 -0.5154
H 2.1044 -0.6896 -4.7088
H -2.2862 0.3440 3.0806
H -0.7889 3.3618 -0.1636
H 3.7500 -0.4215 -0.9992
H 1.0217 -4.7794 -1.3289
H -2.9569 -2.8324 2.4595
H 1.6542 4.9314 -4.0156
H -4.3374 -1.5273 0.9456
H 1.7968 -2.3259 -4.1124
H -2.1165 2.5364 -3.7221
H -1.0385 -4.2392 -0.6634
H -1.2436 -2.2118 3.6682
H -0.5867 -0.7806 2.8443
H -0.7362 -2.9599 -2.9292
H -3.0206 -0.5003 1.5552
H 3.5316 -2.0441 -1.6714
H 1.9809 -1.4451 0.0834
H -2.3700 2.6336 0.0932
H 1.6261 1.3958 -0.2398
H -3.3435 1.5881 -2.8669
H 0.4399 -1.2421 -4.4719
H 1.3426 1.8583 3.9822
H 3.6472 3.5058 -4.3201
H -2.7034 -3.4190 0.8104
H -0.9817 -1.5929 -1.7851
*
```

E_HOMO (spin up / spin down), eV: -9.35 / -9.14
⟨S²⟩: 6.0155

Here are the Mulliken charges for atoms 1 to 6, given in e: 1.717, 1.813, 1.103, -0.101, 0.241, -0.143



(4)
Entry from the Open Molecules 2025 dataset: a gas-phase ion, C6H9N6O (charge +1) (wB97M-V/def2-TZVPD).

```
! wB97M-V def2-TZVPD RIJCOSX def2/J DEFGRID3
* xyz 1 1
O 2.5868 1.4854 2.9571
N 2.5286 0.5166 0.9574
N -0.8603 -1.1048 1.0730
N -1.6401 -3.0216 1.4365
N -0.1340 -0.0045 1.1227
N -2.4532 -2.4387 0.6125
N -0.7397 -2.2335 1.8198
C 1.9044 0.8327 2.2282
C -2.0395 -1.2007 0.3338
C 0.5739 0.1909 2.4130
C -2.6225 -0.2204 -0.4654
C 1.8404 0.0006 0.0088
C 1.7421 -0.2276 -1.4196
H -3.7430 -0.4406 -0.6140
H 1.0042 -1.0500 -1.5323
H -0.1516 0.9135 2.9637
H 1.2939 0.6684 -1.9014
H 2.7514 -0.3518 -1.8582
H -2.5896 0.6305 0.1261
H -2.0068 0.0399 -1.4257
H 3.3588 0.9494 0.7627
H 0.8370 -0.8454 2.9358
*
```

E_HOMO (spin up / spin down), eV: -13.69 / -13.59
Relative energy (zero: lowest compared OMol25 entry of this formula, charge and spin), kcal/mol: 145.0

Here are the Mulliken charges for atoms 1 to 6, given in e: -0.438, -0.034, 0.977, -0.503, -0.724, -0.298



Per-record maximum force, eV Å⁻¹: 14.5 1.2 3.0 5.7
Per-record total energy, eV: -63627.1915 -194176.3223 -198540.6530 -17342.4700